Record 1
{"formula": "C3H7ClFN", "method": "the ωB97M-V functional and the def2-TZVPD basis", "symbols": ["C", "N", "C", "C", "F", "Cl", "H", "H", "H", "H", "H", "H", "H"], "xyz": [[-1.875, -0.413, -0.385], [-0.444, -0.222, -0.646], [0.303, 0.253, 0.519], [1.740, 0.538, 0.211], [1.847, 1.449, -0.812], [2.601, -0.987, -0.305], [-2.013, -1.101, 0.479], [-2.294, -0.795, -1.289], [-2.276, 0.558, -0.090], [-0.010, -1.068, -0.946], [0.237, -0.352, 1.437], [-0.176, 1.196, 0.820], [2.362, 0.945, 1.007]], "forces_ev_per_a": [[1.5, 0.1, 1.3], [0.4, 0.5, 0.7], [-1.1, 0.6, 0.2], [0.8, 0.1, -0.8], [-0.1, -0.3, 0.1], [-0.3, 0.4, 0.1], [-0.3, 0.1, -0.5], [-0.7, -0.2, -0.4], [-0.3, -0.1, -0.3], [0.1, -0.7, -0.4], [0.1, -0.4, -0.3], [0.3, 0.1, -0.1], [-0.4, -0.2, 0.3]], "smiles": "CNC[C@H](F)Cl", "e_above_lowest_kj_mol": 57.4, "e_homo_ev": -9.2, "e_tot_ev": -19954.205, "homo_lumo_gap_ev": 10.191, "e_lumo_ev": 0.95}

Record 2
{"formula": "C75H97NO5P", "method": "the ωB97M-V functional and the def2-TZVPD basis", "symbols": ["C", "C", "O", "P", "O", "C", "C", "C", "C", "C", "C", "C", "C", "O", "C", "C", "C", "C", "C", "N", "O", "C", "C", "C", "C", "O", "C", "C", "H", "H", "H", "H", "H", "H", "H", "H", "H", "H", "H", "H", "H", "H", "H", "H", "H", "H", "H", "H", "H", "H", "H", "H", "H", "H", "H", "H", "H", "H", "H", "H", "H", "H", "H", "H", "H", "H", "H", "H", "H", "H", "H", "C", "C", "C", "C", "C", "C", "H", "H", "H", "H", "H", "H", "C", "C", "C", "C", "C", "C", "H", "H", "H", "H", "H", "H", "C", "C", "C", "C", "C", "C", "H", "H", "H", "H", "H", "H", "C", "C", "C", "C", "C", "C", "H", "H", "H", "H", "H", "H", "C", "C", "C", "C", "C", "C", "H", "H", "H", "H", "H", "H", "C", "C", "C", "C", "C", "C", "H", "H", "H", "H", "H", "H", "C", "C", "C", "C", "C", "C", "H", "H", "H", "H", "H", "H", "C", "C", "C", "C", "C", "C", "H", "H", "H", "H", "H", "H", "C", "C", "C", "C", "C", "C", "H", "H", "H", "H", "H", "H"], "xyz": [[4.126, -1.071, 3.646], [4.652, -0.854, 2.077], [3.616, -0.047, 1.412], [3.896, 0.024, -0.334], [4.023, 1.520, -0.879], [2.556, -0.863, -1.365], [1.143, -0.039, -1.528], [0.135, -0.567, -0.352], [-0.836, 0.572, 0.312], [-0.072, 1.545, 1.425], [1.058, 2.538, 0.781], [1.221, 3.888, 1.703], [2.730, 4.131, 2.298], [3.825, 3.838, 1.360], [3.908, 4.827, 0.271], [-1.566, 1.580, -0.751], [-2.850, 0.957, -1.550], [-3.855, 2.247, -1.899], [-2.384, 0.383, -3.050], [-3.556, -0.185, -0.861], [-3.202, -1.391, -1.339], [-3.498, -0.104, 0.647], [-4.336, -1.439, 1.206], [-4.242, 1.197, 1.309], [-1.969, -0.271, 1.209], [5.512, -0.681, -0.555], [5.931, -0.562, -1.960], [6.381, -2.101, -2.434], [5.004, -1.161, 4.417], [3.436, -0.138, 3.895], [3.417, -2.025, 3.618], [5.701, -0.336, 2.158], [4.699, -1.945, 1.620], [2.296, -1.883, -0.807], [2.973, -1.182, -2.426], [1.254, 1.123, -1.614], [0.676, -0.398, -2.566], [-0.543, -1.416, -0.845], [0.734, -1.106, 0.505], [0.499, 0.791, 2.148], [-0.849, 2.171, 2.051], [0.853, 2.894, -0.314], [2.083, 1.975, 0.806], [0.489, 3.792, 2.638], [0.824, 4.810, 1.086], [2.844, 3.430, 3.240], [2.776, 5.269, 2.637], [3.931, 5.908, 0.719], [3.110, 4.662, -0.569], [4.969, 4.659, -0.248], [-1.919, 2.550, -0.161], [-0.776, 1.985, -1.548], [-3.276, 2.924, -2.687], [-4.910, 1.895, -2.294], [-4.055, 2.932, -0.969], [-2.028, 1.331, -3.676], [-3.283, -0.078, -3.648], [-1.464, -0.337, -2.975], [-5.391, -1.484, 0.691], [-4.421, -1.396, 2.395], [-3.742, -2.450, 0.986], [-3.696, 2.224, 1.064], [-5.390, 1.243, 1.081], [-4.150, 1.082, 2.494], [-1.705, -1.430, 1.145], [-1.860, 0.011, 2.351], [5.112, -0.099, -2.664], [6.880, 0.155, -2.031], [5.493, -2.799, -2.097], [6.583, -2.098, -3.587], [7.323, -2.430, -1.797], [3.429, -5.021, -1.079], [2.481, -4.995, -2.101], [2.164, -6.165, -2.790], [2.789, -7.365, -2.450], [3.735, -7.392, -1.425], [4.058, -6.220, -0.742], [3.678, -4.108, -0.544], [1.989, -4.061, -2.361], [1.430, -6.142, -3.591], [2.539, -8.278, -2.983], [4.220, -8.328, -1.159], [4.799, -6.241, 0.052], [-6.778, -1.903, 4.596], [-7.142, -1.933, 5.942], [-7.759, -3.064, 6.474], [-8.003, -4.172, 5.661], [-7.635, -4.144, 4.316], [-7.027, -3.009, 3.782], [-6.300, -1.020, 4.181], [-6.946, -1.072, 6.576], [-8.049, -3.084, 7.521], [-8.479, -5.056, 6.076], [-7.824, -5.008, 3.683], [-6.746, -2.985, 2.733], [6.633, 7.128, 4.150], [6.269, 7.099, 5.496], [5.652, 5.967, 6.028], [5.408, 4.859, 5.215], [5.776, 4.887, 3.870], [6.384, 6.023, 3.336], [7.111, 8.012, 3.735], [6.465, 7.959, 6.131], [5.362, 5.947, 7.075], [4.932, 3.975, 5.631], [5.587, 4.023, 3.238], [6.666, 6.046, 2.287], [3.303, -6.388, -8.138], [2.653, -5.190, -8.434], [2.667, -4.142, -7.514], [3.338, -4.290, -6.300], [3.991, -5.487, -6.005], [3.970, -6.537, -6.922], [3.290, -7.205, -8.855], [2.136, -5.073, -9.383], [2.155, -3.211, -7.742], [3.353, -3.472, -5.584], [4.516, -5.601, -5.060], [4.474, -7.471, -6.690], [-4.042, -0.364, -8.244], [-3.351, 0.814, -8.527], [-3.492, 1.924, -7.695], [-4.317, 1.852, -6.572], [-5.005, 0.673, -6.286], [-4.871, -0.433, -7.124], [-3.935, -1.228, -8.895], [-2.703, 0.867, -9.399], [-2.959, 2.843, -7.920], [-4.423, 2.716, -5.920], [-5.646, 0.618, -5.410], [-5.412, -1.350, -6.904], [-11.367, -2.644, 7.740], [-11.731, -2.674, 9.085], [-12.348, -3.806, 9.617], [-12.592, -4.913, 8.805], [-12.224, -4.885, 7.460], [-11.616, -3.750, 6.926], [-10.889, -1.761, 7.325], [-11.535, -1.813, 9.720], [-12.638, -3.826, 10.664], [-13.068, -5.797, 9.220], [-12.413, -5.749, 6.827], [-11.334, -3.726, 5.876], [1.407, 2.114, -11.162], [2.600, 1.391, -11.194], [2.626, 0.067, -10.758], [1.456, -0.538, -10.297], [0.263, 0.183, -10.268], [0.239, 1.510, -10.696], [1.388, 3.147, -11.499], [3.509, 1.861, -11.560], [3.557, -0.493, -10.777], [1.476, -1.572, -9.962], [-0.649, -0.289, -9.911], [-0.690, 2.074, -10.668], [11.731, 3.897, 0.985], [10.749, 2.971, 0.637], [9.451, 3.112, 1.127], [9.132, 4.186, 1.958], [10.114, 5.115, 2.304], [11.414, 4.968, 1.821], [12.743, 3.785, 0.606], [10.995, 2.138, -0.017], [8.687, 2.386, 0.860], [8.120, 4.299, 2.336], [9.866, 5.953, 2.951], [12.180, 5.689, 2.095], [-3.813, 2.111, 7.328], [-4.528, 1.467, 6.319], [-5.884, 1.741, 6.140], [-6.523, 2.667, 6.965], [-5.807, 3.314, 7.972], [-4.453, 3.033, 8.157], [-2.758, 1.895, 7.470], [-4.029, 0.750, 5.672], [-6.442, 1.233, 5.358], [-7.578, 2.884, 6.823], [-6.305, 4.037, 8.614], [-3.897, 3.533, 8.945]], "forces_ev_per_a": [[-1.0, 0.3, -1.1], [0.3, -1.4, 2.6], [1.9, -1.2, -3.5], [2.3, 5.2, -1.1], [-0.9, -5.3, 2.1], [-0.6, -1.6, 0.1], [-0.3, -0.9, -0.5], [-0.5, 0.1, -0.4], [-0.7, 0.2, 1.2], [0.8, -0.8, -0.6], [0.6, 0.2, 0.8], [-0.5, -0.1, 0.1], [-0.9, 0.4, 0.2], [-1.6, 1.6, 0.0], [1.4, -0.2, -0.4], [0.2, 0.2, 0.1], [0.2, 1.4, -2.7], [0.2, 0.0, 0.3], [0.3, 1.2, -0.1], [2.5, -0.9, 0.3], [-1.1, 2.5, 1.2], [-1.1, -1.5, 2.5], [0.6, -0.2, 0.3], [0.5, 0.3, 0.7], [0.5, -0.5, -0.6], [-3.3, 0.9, -0.5], [1.4, -0.6, -1.3], [-0.6, 1.0, 1.0], [-1.8, 0.1, -1.6], [1.6, -1.9, -0.3], [1.6, 2.0, 0.4], [-2.1, -0.9, -0.8], [0.2, 2.5, 0.7], [0.6, 2.1, -1.2], [-0.4, 0.9, 2.3], [0.1, -2.3, 0.5], [1.1, 0.8, 2.2], [1.3, 1.9, 1.1], [-1.1, 1.2, -1.5], [-1.2, 1.7, -1.3], [1.3, -1.4, -1.4], [0.2, -0.9, 2.1], [-1.9, 1.2, -0.3], [1.6, 0.3, -1.9], [1.0, -1.7, 1.2], [0.1, 1.4, -2.0], [0.1, -2.3, -0.5], [-0.4, -1.9, -0.9], [1.2, 0.4, 1.8], [-2.4, 0.2, 1.2], [0.7, -2.1, -1.1], [-1.8, -1.0, 1.6], [-1.4, -1.5, 1.6], [2.3, 0.6, 0.6], [0.4, -1.4, -1.7], [-0.7, -1.9, 1.4], [1.9, 0.7, 1.4], [-2.0, 1.2, -0.1], [2.0, 0.1, 1.1], [0.0, 0.2, -2.6], [-1.4, 2.4, 0.2], [-1.3, -2.3, 0.4], [2.3, -0.1, 0.1], [-0.1, 0.1, -2.6], [-0.6, 2.5, 0.0], [-0.6, -0.4, -2.4], [1.5, -1.0, 1.5], [-2.1, -1.5, 0.4], [1.8, 1.2, -1.1], [-0.4, -0.3, 2.3], [-1.9, 0.7, -1.5], [0.0, -0.2, -0.1], [0.1, -0.1, 0.0], [0.1, 0.0, 0.1], [0.0, 0.2, 0.1], [-0.1, 0.1, 0.0], [-0.1, 0.0, -0.1], [0.0, -0.1, 0.0], [0.1, -0.1, 0.0], [0.1, 0.0, 0.1], [0.0, 0.1, 0.1], [-0.1, 0.2, 0.0], [-0.1, 0.0, -0.1], [-0.1, -0.2, 0.1], [0.0, -0.1, -0.1], [0.1, 0.0, -0.2], [0.1, 0.2, -0.1], [0.0, 0.1, 0.1], [0.0, 0.0, 0.2], [0.0, -0.1, 0.0], [0.0, -0.1, -0.1], [0.0, 0.0, -0.1], [0.1, 0.1, 0.0], [0.0, 0.1, 0.1], [0.0, 0.0, 0.1], [-0.1, -0.2, 0.0], [0.0, -0.1, -0.1], [0.0, 0.0, -0.2], [0.1, 0.2, -0.1], [0.0, 0.0, 0.1], [-0.1, 0.1, 0.2], [-0.1, -0.1, 0.1], [0.0, -0.1, -0.1], [0.1, 0.0, -0.1], [0.1, 0.1, -0.1], [0.0, 0.2, 0.0], [-0.1, 0.0, 0.1], [0.0, 0.1, 0.1], [0.1, 0.0, 0.1], [0.1, -0.2, 0.1], [0.0, -0.1, -0.1], [-0.1, 0.0, -0.1], [-0.1, 0.2, -0.1], [0.0, 0.1, 0.1], [0.1, 0.0, 0.1], [0.1, -0.1, 0.0], [0.0, -0.1, -0.1], [-0.1, 0.0, -0.1], [-0.1, 0.1, 0.0], [0.0, 0.1, 0.1], [-0.1, 0.0, 0.1], [-0.1, -0.2, 0.1], [0.0, -0.1, -0.1], [0.1, 0.0, -0.1], [0.1, 0.2, 0.0], [0.0, 0.1, 0.1], [-0.1, 0.0, 0.1], [-0.1, -0.1, 0.0], [0.0, -0.1, -0.1], [0.1, 0.0, -0.1], [0.1, 0.1, 0.0], [-0.1, -0.1, 0.1], [0.0, -0.1, -0.1], [0.1, 0.0, -0.2], [0.1, 0.2, 0.0], [0.0, 0.1, 0.1], [0.0, 0.0, 0.2], [-0.1, -0.1, 0.0], [0.0, -0.1, -0.1], [0.0, 0.0, -0.1], [0.1, 0.1, -0.1], [0.0, 0.1, 0.1], [0.0, 0.0, 0.1], [0.0, -0.2, 0.1], [-0.1, -0.1, 0.1], [-0.2, 0.1, 0.0], [0.0, 0.2, -0.1], [0.1, 0.1, -0.1], [0.2, -0.1, 0.0], [0.0, -0.2, 0.0], [-0.1, -0.1, 0.1], [-0.1, 0.1, 0.0], [0.0, 0.1, 0.0], [0.2, 0.1, 0.0], [0.1, -0.1, 0.0], [-0.2, 0.0, 0.1], [0.0, 0.1, 0.1], [0.1, 0.1, 0.0], [0.1, -0.1, -0.1], [0.0, -0.1, -0.1], [-0.1, -0.1, -0.1], [-0.1, 0.0, 0.1], [0.0, 0.1, 0.1], [0.1, 0.1, 0.0], [0.2, -0.1, 0.0], [0.0, -0.1, -0.1], [-0.1, -0.1, 0.0], [-0.2, 0.1, 0.0], [-0.1, 0.1, 0.1], [0.1, 0.1, 0.1], [0.2, -0.1, 0.0], [0.1, -0.1, -0.1], [-0.1, -0.1, -0.2], [-0.2, 0.0, 0.0], [-0.1, 0.1, 0.1], [0.1, 0.1, 0.1], [0.2, 0.0, 0.0], [0.1, -0.1, -0.1], [-0.1, -0.1, -0.1]], "e_homo_ev": [-8.8, -9.2], "spin_multiplicity": 2, "e_tot_ev": -100354.028, "homo_lumo_gap_ev": [9.154, 9.045], "e_lumo_ev": [0.36, -0.12]}